a.
This record from the OMol25 dataset describes a structure of composition C4H9N3. The level of theory is wB97M-V/def2-TZVPD.

XYZ file:
```
16
Properties=species:S:1:pos:R:3:nbo_charge:R:1
H -1.004 -2.755 0.374 0.35
C -0.675 -0.825 -0.169 0.43
H 1.772 -1.768 0.288 0.46
H 0.062 2.633 -0.564 0.24
H -2.536 -1.450 -0.803 0.37
N 2.346 -0.797 -0.010 -0.90
H -0.378 1.932 1.462 0.23
C -0.436 1.793 0.184 -0.64
H -1.789 2.117 -0.007 0.19
C 0.257 0.401 -0.190 -0.25
N -0.303 -2.097 0.098 -0.82
N -1.878 -0.470 -0.173 -0.80
H 3.418 -0.723 0.344 0.41
H -2.512 0.240 0.250 0.44
H 2.112 1.404 -0.817 0.20
C 1.543 0.365 -0.265 0.10
```

Its HOMO energy is -7.79 eV. Its LUMO energy is 0.685 eV.

b.
This record from the OMol25 dataset describes a cluster of 2 separate species, C4H9N3 in total. The level of theory is wB97M-V/def2-TZVPD.

XYZ file:
```
16
Properties=species:S:1:pos:R:3:nbo_charge:R:1
H 0.406 1.123 -2.282 0.37
H 0.204 -1.887 1.454 0.21
N -2.150 2.166 0.835 -0.48
N -0.802 -0.727 -0.027 -0.26
C -0.675 -1.261 1.425 -0.44
H 2.209 -0.510 0.059 0.21
H -1.619 -1.843 1.648 0.23
H 0.735 -1.086 -1.423 0.21
N -0.244 0.856 -1.641 -0.78
H -1.103 0.342 -2.046 0.38
C -1.749 1.156 0.495 0.26
H 1.387 0.914 0.911 0.24
H 2.141 1.046 -0.684 0.22
C 1.513 0.304 -0.053 -0.66
C 0.263 -0.178 -0.790 0.05
H -0.516 -0.415 2.118 0.23
```

Its HOMO energy (spin up / spin down) is -10.07 / -10.07 eV. Its LUMO energy (spin up / spin down) is -1.255 / -1.253 eV.

c.
This record from the OMol25 dataset describes an isolated molecule of C4H9N3. The level of theory is wB97M-V/def2-TZVPD.

XYZ file:
```
16
Properties=species:S:1:pos:R:3:nbo_charge:R:1
C 0.037 1.482 0.437 -0.26
H 0.174 -2.098 0.828 0.21
H 0.027 1.652 1.430 0.19
N 1.814 1.364 -0.965 0.03
H 1.858 -1.550 0.479 0.24
H -0.933 1.701 -0.080 0.18
H -0.869 -1.662 -1.341 0.21
C 0.385 -0.148 -0.183 0.10
N 1.146 2.138 -0.139 -0.45
H 1.073 -0.911 1.715 0.22
H -0.362 -0.068 -2.114 0.23
H -1.817 -0.160 -0.846 0.21
C 0.790 -1.292 0.737 -0.64
N 1.499 0.172 -1.011 -0.26
C -0.789 -0.510 -1.221 -0.63
H 1.228 3.111 -0.212 0.39
```

Its HOMO energy is -9.05 eV. The SMILES is CC1(C)CNN=N1. Its LUMO energy is 0.933 eV.

d.
This record from the OMol25 dataset describes an isolated molecule of C4H9N3. The level of theory is wB97M-V/def2-TZVPD.

XYZ file:
```
16
Properties=species:S:1:pos:R:3:nbo_charge:R:1
H -0.579 -1.780 -1.039 0.21
H -2.121 -0.895 -1.056 0.24
N -1.475 1.011 0.664 -0.83
H 0.598 0.698 -1.964 0.19
N 1.766 -0.973 0.429 -0.77
H 2.617 -0.991 -0.116 0.40
C -1.259 -1.165 -0.447 -0.63
C 0.880 0.015 0.211 0.31
H -1.619 -1.763 0.395 0.21
H 1.576 2.082 0.621 0.37
C -0.589 0.106 0.033 0.11
H 1.520 -1.777 0.988 0.40
H -1.815 0.659 1.551 0.35
C 0.558 0.868 -0.889 -0.11
N 0.932 2.000 -0.161 -0.84
H -0.992 1.905 0.782 0.40
```

Its HOMO energy is -7.28 eV. Its LUMO energy is 0.538 eV.

Computed energies relative to the best structure, in kJ/mol: a 363.0; b 210.6; c 0.0; d 162.9